#w
The following is a DFT calculation (ωB97M-V/def2-TZVPD) of a 2-piece molecular cluster, C5H11NS overall.

Geometry as XYZ:
```
18
C5H11NS ωB97M-V/def2-TZVPD
C -0.602 -2.942 -1.381
C 0.320 -2.996 -0.433
N 0.896 -1.867 0.180
C 1.513 -1.049 -0.552
H -0.954 -1.987 -1.748
H -1.056 -3.839 -1.777
H 0.644 -3.933 0.004
H 1.926 -0.148 -0.105
H 1.648 -1.166 -1.631
C -1.386 1.953 1.801
S 0.404 2.141 1.650
C 0.459 2.462 -0.131
H -1.717 1.050 1.293
H -1.876 2.851 1.434
H -1.631 1.861 2.862
H 1.465 2.770 -0.414
H 0.183 1.571 -0.693
H -0.237 3.267 -0.360
```

## Properties
SMILES = C=CN=C.CSC



#x
The following is a DFT calculation (ωB97M-V/def2-TZVPD) of the molecule C5H11NS.

Geometry as XYZ:
```
18
C5H11NS ωB97M-V/def2-TZVPD
C 0.010 -0.596 2.211
N 0.015 0.603 1.379
C -1.180 0.644 0.575
C -1.361 -0.304 -0.609
S -0.024 -0.208 -1.836
C 1.348 -0.349 -0.643
C 1.232 0.664 0.553
H 0.952 -0.644 2.748
H -0.074 -1.507 1.606
H -0.890 -0.647 2.792
H -1.298 1.674 0.180
H -2.074 0.616 1.263
H -2.353 -0.141 -1.075
H -1.253 -1.327 -0.243
H 1.307 -1.377 -0.200
H 2.230 -0.104 -1.231
H 2.108 0.532 1.222
H 1.327 1.680 0.131
```

## Properties
SMILES = CN1CCSCC1



Which structure is the least stable? The one labeled #w.